1.
129
Properties=species:S:1:pos:R:3:forces:R:3 method="wB97M-V/def2-TZVPD" total_charge=+1 homo_ev=-10.466 orbital_gap_ev=7.26
C -3.674959 -8.524057 0.846122 0.1606 -0.1889 0.0122
O -2.958031 -8.568814 -0.371486 -0.0774 0.2180 0.0181
C -1.577532 -8.272708 -0.250210 -0.0652 -0.1932 -0.0335
C -1.196120 -7.299599 -1.352536 0.1693 0.0107 0.1358
C -1.784392 -5.897609 -1.147022 0.1444 -0.1979 -0.1083
C -0.963925 -5.097527 -0.141562 -0.1863 -0.3547 1.0502
N -1.195462 -3.618342 -0.107273 -0.2666 0.2902 -1.4502
C -2.441542 -3.239975 -0.490795 0.2243 -0.5324 0.4156
N -3.476265 -3.611046 0.235064 0.0563 0.1265 -0.6275
F -3.206802 -4.365414 1.328605 0.0677 0.0058 0.1374
C -4.903405 -3.408240 0.049635 -0.5052 -0.2887 0.1571
C -5.452410 -2.250328 0.889570 0.0599 0.2172 -0.2906
O -5.516380 -1.138041 -0.005227 0.1293 -0.0453 0.1643
C -6.806562 -2.565781 1.534359 -0.0912 0.0703 0.3040
N -6.805086 -2.214142 2.960866 0.1121 0.0469 -0.2002
N -2.754281 -2.519247 -1.632753 0.0660 0.4580 0.3987
C -1.809776 -1.425051 -1.973578 0.1999 0.0438 -0.1139
C -2.207410 -0.920561 -3.364123 -0.0278 -0.3779 0.0669
C -2.115062 -0.300845 -0.964186 0.0172 0.3073 -0.1598
N -1.408091 0.940483 -1.301214 -0.4029 0.0165 0.3163
C -0.358775 -2.011259 -1.939975 0.0728 -0.0094 -0.0309
N 0.650914 -0.969412 -2.009868 -0.1081 -0.2472 0.0212
C -0.201027 -2.996880 -3.146967 0.0069 0.0140 -0.1455
C 0.995238 -3.895411 -3.012349 0.6591 0.1935 -0.2864
O 2.071182 -3.648923 -3.506291 -0.5810 -0.1102 0.3513
C -0.095929 -2.715428 -0.572541 -0.1201 0.2284 0.5666
C 0.259768 -1.711979 0.558240 -0.0199 -0.2081 0.3582
C 1.702525 -1.889485 1.040924 0.1078 0.0779 -0.1091
C 2.256088 -0.658163 1.761932 -0.2039 -0.1079 -0.2270
C 1.447440 -0.199326 2.983985 0.3097 0.2171 0.0072
C 2.102229 -0.458109 4.323710 0.0427 -0.2926 0.3333
F 3.351397 0.060074 4.360696 0.0630 0.1038 -0.0959
F 1.375611 0.150871 5.288223 -0.1419 0.0971 -0.0280
C 2.221425 -1.979600 4.658445 0.1000 0.1932 0.0183
F 1.065746 -2.564211 4.309445 -0.2181 -0.1456 0.0545
F 3.184172 -2.481796 3.881204 0.1197 -0.2380 -0.0760
S 2.576511 -2.479495 6.471203 -0.0432 0.2507 -0.1524
F 4.022160 -3.009155 6.114150 -0.0364 0.0001 0.0249
F 3.190499 -1.051887 6.772787 -0.0336 -0.0757 0.0809
F 1.126593 -1.951527 6.848868 0.0467 -0.1135 0.0631
F 1.986031 -3.926031 6.181768 0.0337 0.0275 0.0180
F 2.801353 -2.884163 7.972460 -0.0155 0.0066 -0.1407
H -3.649563 -7.518918 1.285956 -0.0494 0.0112 0.0002
H -4.701324 -8.809662 0.628839 -0.0128 0.0639 -0.0075
H -3.267207 -9.228938 1.577327 -0.0085 0.0013 0.0088
H -1.362852 -7.874189 0.747740 0.0338 0.0933 -0.0220
H -0.994031 -9.192596 -0.359555 -0.0448 -0.0045 0.0352
H -0.103381 -7.260224 -1.423630 -0.0378 0.0726 -0.0422
H -1.558133 -7.710895 -2.295028 -0.0260 -0.0127 0.0041
H -2.802552 -6.045185 -0.774906 -0.0835 0.1886 -0.2058
H -1.816920 -5.395567 -2.117802 -0.0719 0.1022 0.0434
H -1.181539 -5.486126 0.855479 0.1887 -0.0267 -0.0153
H 0.098138 -5.261942 -0.307158 0.0555 0.2695 -0.0627
H -5.377811 -4.343595 0.347232 0.1595 -0.0391 -0.0060
H -5.114038 -3.255173 -1.005636 0.1378 0.1466 0.0159
H -4.725008 -2.023663 1.678177 -0.0188 -0.1777 0.1051
H -5.769737 -0.353938 0.495163 -0.0563 -0.0070 -0.0377
H -7.580429 -2.032990 0.975005 0.0555 -0.0192 -0.1162
H -7.027627 -3.631968 1.452796 -0.0245 -0.0122 -0.0345
H -7.717455 -1.901365 3.263515 -0.0226 -0.0854 0.0619
H -6.151720 -1.467998 3.161033 -0.0518 0.0685 0.0096
H -2.883844 -3.161068 -2.408333 -0.1724 -0.0379 0.0120
H -2.489750 -1.755796 -4.009235 0.0766 0.0330 -0.0702
H -1.395863 -0.384298 -3.848327 -0.0636 0.1351 0.0560
H -3.076682 -0.270472 -3.279001 0.0532 0.0551 -0.0686
H -3.192845 -0.137082 -1.033177 0.0075 -0.1318 -0.0169
H -1.936937 -0.622064 0.064510 0.0829 -0.0493 -0.0121
H -0.807898 1.236145 -0.541522 0.2258 -0.1114 -0.1505
H -2.085613 1.684416 -1.412910 0.0472 0.0318 -0.0649
H 1.573735 -1.388901 -2.053759 0.0851 0.1503 -0.1417
H 0.537656 -0.359220 -2.807419 0.0066 0.0834 0.0268
H -1.074980 -3.628390 -3.333041 -0.0326 -0.0303 0.1749
H -0.041821 -2.394702 -4.042641 -0.0586 0.0013 0.0474
H 0.862268 -4.812646 -2.408389 0.0048 -0.1115 -0.0360
H 0.783021 -3.356185 -0.648319 -0.1046 -0.0628 -0.2556
H 0.144942 -0.687703 0.223462 0.0238 0.0104 -0.1156
H -0.431665 -1.874860 1.390935 0.0270 -0.0261 -0.0373
H 2.340850 -2.046325 0.164015 0.0076 -0.0542 0.0501
H 1.788027 -2.787450 1.659401 0.0021 -0.0016 -0.0094
H 3.294152 -0.845322 2.036695 -0.0094 0.0838 0.0235
H 2.271213 0.154432 1.029302 0.0176 -0.0077 0.0474
H 1.338589 0.888109 2.967486 -0.0893 -0.0574 0.0251
H 0.453010 -0.638064 3.019417 -0.0595 0.0728 -0.0334
C 5.225128 2.170594 1.517083 0.1015 0.0011 -0.0154
O 5.437000 2.115854 0.124145 -0.2846 0.1062 -0.0806
C 5.192496 0.859326 -0.471237 0.2125 -0.0454 0.0715
C 4.442318 0.973273 -1.779777 0.0749 -0.0330 -0.0934
O 3.090429 1.389528 -1.669439 -0.1462 -0.1987 -0.0103
C 2.801328 2.725239 -1.294296 -0.0903 0.0598 0.1536
C 3.130141 3.782115 -2.323698 0.0305 0.2441 -0.0218
O 4.522821 3.953500 -2.490393 0.0259 -0.3013 0.0431
C 4.960496 4.070391 -3.827458 0.0141 0.1052 0.0256
H 6.087997 1.787410 2.071217 -0.0358 -0.0538 0.0296
H 5.074450 3.215481 1.785962 0.0533 0.0057 -0.0056
H 4.333624 1.603913 1.810757 0.0096 -0.0011 0.0114
H 4.630689 0.210842 0.212786 -0.0167 0.0370 -0.0102
H 6.152927 0.371696 -0.684847 -0.0367 -0.1031 0.0343
H 4.383645 -0.039748 -2.188561 0.0117 0.0095 -0.0372
H 4.994245 1.580150 -2.499463 0.0056 0.1279 0.1291
H 3.240753 2.975194 -0.325597 0.1590 0.0169 -0.0851
H 1.713590 2.741986 -1.171202 -0.0059 0.0010 0.0022
H 2.699564 4.728428 -1.971883 -0.1533 -0.0262 -0.0954
H 2.648348 3.528216 -3.274244 0.0415 -0.0496 -0.0299
H 4.411969 3.393197 -4.490073 -0.0104 -0.0041 -0.0040
H 6.015255 3.799350 -3.853154 0.0067 0.0488 0.0283
H 4.852586 5.095384 -4.196052 -0.0461 -0.0181 -0.0413
C 2.942283 7.297097 -0.603116 0.0764 -0.0659 -0.0903
O 1.588165 7.133625 -0.970485 -0.0882 0.1666 0.1206
C 0.835754 6.288445 -0.124740 0.0974 -0.1235 -0.1187
C -0.534519 6.850496 0.183864 -0.1251 -0.0690 -0.0464
O -0.545900 7.984177 1.025001 -0.0503 -0.0269 0.1458
C -0.106072 9.232149 0.516800 0.1351 0.1046 0.0332
C -1.046850 9.898324 -0.460338 -0.0018 0.1568 -0.1448
O -1.111201 9.213483 -1.698405 0.0063 -0.2727 0.1504
C -2.406357 9.063840 -2.233171 0.0424 0.0770 -0.0644
H 3.558020 6.471120 -0.974910 0.0600 -0.0054 0.0980
H 3.302332 8.221672 -1.052320 -0.0457 -0.0109 -0.0557
H 3.060290 7.373580 0.482201 -0.0195 -0.0120 0.0085
H 1.369306 6.100761 0.813947 0.0166 0.0529 0.0093
H 0.687321 5.321651 -0.629886 0.0087 -0.0595 0.0981
H -1.059090 6.081631 0.759106 -0.0261 -0.0132 -0.0287
H -1.102002 7.016905 -0.734947 0.1388 0.0969 -0.0500
H 0.903612 9.168334 0.106263 -0.0769 -0.0780 -0.1311
H -0.061020 9.881708 1.394146 0.0299 -0.0008 0.0008
H -0.672846 10.914957 -0.637186 -0.0742 0.0451 0.0709
H -2.041485 9.976334 -0.009159 -0.0236 -0.0449 -0.0023
H -3.142728 8.849362 -1.451774 -0.0057 0.0038 0.0098
H -2.382396 8.221873 -2.925082 0.0278 0.0371 -0.0355
H -2.720449 9.957669 -2.782384 -0.0477 0.0105 0.0406

***

2.
131
Properties=species:S:1:pos:R:3:forces:R:3 method="wB97M-V/def2-TZVPD" total_charge=+1 homo_ev=-10.455 orbital_gap_ev=7.24
C 4.640359 -5.253871 -1.692642 -0.1426 -0.1639 -0.1358
C 4.137312 -4.952350 -3.109183 0.2224 -0.2820 0.3780
C 4.191740 -3.502425 -3.558613 -0.4725 -0.2832 -0.2702
Cl 3.853690 -3.496486 -5.309768 -0.0159 -0.0976 -0.1463
N 3.336489 -2.411472 -2.981107 0.4451 0.1077 0.5411
C 3.586910 -1.118264 -3.211437 -0.0802 -0.0068 0.0521
C 4.699851 -0.462230 -4.017993 -0.0343 0.2796 0.2747
F 5.682294 -1.308562 -4.354364 0.0388 -0.0361 -0.1038
F 5.228816 0.495288 -3.235660 0.0466 -0.0340 0.0056
C 4.170670 0.245924 -5.302060 0.6193 -0.1244 -0.1964
F 5.228362 0.623028 -6.013668 -0.0671 0.0295 0.0284
F 3.460235 1.314034 -4.993466 -0.2460 0.1100 0.1017
F 3.434034 -0.589074 -6.028159 -0.1890 0.0472 0.0952
N 2.711431 -0.323789 -2.665243 0.0867 0.0140 -0.0092
C 1.815174 -1.111387 -2.044755 -0.0138 0.1162 0.0684
N 0.742143 -0.530851 -1.442596 0.3426 0.1721 -0.0289
C 0.769702 0.958518 -1.570963 -0.7793 0.2021 -0.3479
I -0.663349 1.852298 -0.245432 0.0493 0.0301 0.8234
C 0.507393 1.407472 -3.041371 -0.4519 0.0587 0.2917
C -0.441808 0.505759 -3.817731 0.1604 0.2567 -0.5193
I -0.296922 3.397604 -3.182414 0.4098 0.2829 -0.5770
P -0.512743 -1.547899 -0.699156 0.4027 -1.1043 -0.0797
O -0.476314 -1.183421 0.863354 -0.5176 0.0921 -0.0458
O -1.851634 -0.939342 -1.345854 -0.1492 0.2452 0.3365
N 2.183018 -2.414912 -2.188002 -0.1191 0.0473 -0.6089
C 1.555246 -3.628940 -1.677972 -0.3439 -0.3495 0.4792
C 1.775695 -3.858252 -0.167737 0.3189 0.0546 0.0042
C 3.018067 -3.166941 0.435987 0.4139 -0.4670 0.1657
C 2.703154 -2.090463 1.436818 0.1420 -0.1942 -0.1941
O 2.771172 -0.917922 1.193894 -0.1981 0.4981 -0.0738
O 2.373211 -2.608009 2.617963 -0.6103 -0.0142 0.1866
H 5.277128 -4.462713 -1.300590 0.0242 0.0228 0.0563
H 3.825928 -5.444262 -1.004209 -0.1027 0.1904 0.1907
H 5.223579 -6.173510 -1.715717 0.0631 0.0714 0.0208
H 3.183897 -5.427692 -3.325456 -0.0784 0.1058 -0.0224
H 4.836287 -5.436408 -3.793128 -0.0510 0.1840 -0.1426
H 5.211028 -3.160370 -3.407124 -0.1370 0.1216 -0.0717
H 1.717265 1.352378 -1.220297 0.0553 -0.1537 0.0411
H 1.461405 1.514663 -3.541053 0.0313 -0.1444 0.0201
H -0.171558 -0.547646 -3.744993 -0.0817 -0.0540 0.0837
H -0.373196 0.770726 -4.874194 -0.0225 0.0203 0.0309
H -1.480365 0.657899 -3.529344 0.0551 -0.2152 0.2063
H -0.994059 -0.414809 1.158401 0.3356 0.1761 -0.0009
H -2.542488 -0.695793 -0.709308 0.0077 0.1391 -0.1301
H 1.854102 -4.488114 -2.258977 0.4335 0.1494 -0.1771
H 0.489549 -3.521518 -1.859008 0.0455 0.0088 -0.0664
H 1.874894 -4.929981 -0.003927 -0.1339 -0.0297 -0.0798
H 0.883855 -3.554734 0.378635 -0.0204 0.0515 -0.0301
H 3.680872 -2.717682 -0.299624 -0.1004 0.0083 -0.1647
H 3.610432 -3.923180 0.952090 0.0104 0.0269 0.0414
H 1.968658 -1.921817 3.181248 0.3144 0.0188 0.1166
C 6.413974 2.115563 -10.469043 -0.0132 0.0206 -0.0076
O 5.073797 2.085575 -10.922301 0.0275 -0.0620 0.0696
C 4.800670 1.027831 -11.826665 -0.0717 0.1712 -0.0216
C 4.060632 -0.102753 -11.151852 0.0446 -0.1566 -0.0514
O 4.866477 -0.756111 -10.182065 0.0476 0.0248 0.0487
C 4.571387 -0.374897 -8.856255 -0.0467 -0.0085 -0.1579
H 6.468750 2.851813 -9.669018 -0.0103 0.0222 -0.0135
H 6.731342 1.142875 -10.083372 0.0102 -0.0016 -0.0069
H 7.092222 2.420423 -11.272593 0.0179 -0.0310 -0.0008
H 5.726136 0.654856 -12.275477 0.0074 -0.0192 0.0032
H 4.173581 1.431765 -12.627113 0.0128 -0.0192 -0.0127
H 3.783422 -0.847510 -11.903552 -0.0066 0.0136 -0.0018
H 3.141531 0.276752 -10.694056 -0.0070 0.0116 0.0065
H 3.596592 -0.773418 -8.551966 -0.0142 0.0474 0.0197
H 4.566256 0.713255 -8.745125 -0.0167 -0.0041 0.0396
H 5.340687 -0.793828 -8.209962 0.0292 -0.0566 -0.0517
C -4.602034 -1.523697 5.093507 -0.0328 -0.0069 0.0159
O -5.714942 -1.772829 4.257755 0.0989 -0.0074 -0.0541
C -6.053131 -0.685053 3.411326 -0.1962 -0.1229 0.1090
C -5.589757 -0.924881 1.995596 0.0337 0.1785 -0.0794
O -4.166501 -0.934973 1.896080 0.0887 -0.0235 -0.0801
C -3.613470 -2.233666 1.812894 0.0365 0.0098 -0.0605
H -4.337027 -2.465667 5.570363 -0.0227 -0.0058 0.0103
H -3.742623 -1.156750 4.524337 0.0035 0.0083 0.0076
H -4.851764 -0.795086 5.871677 0.0243 0.0269 -0.0113
H -5.632786 0.249371 3.795488 0.0249 0.0098 -0.0145
H -7.143221 -0.588011 3.412132 0.0081 0.0491 0.0013
H -5.955559 -0.115359 1.357947 -0.0102 -0.0074 0.0043
H -6.002530 -1.866345 1.621928 0.0117 -0.0211 0.0049
H -3.832745 -2.683756 0.835449 -0.0176 -0.0827 0.0459
H -3.977583 -2.898378 2.598928 -0.0645 0.0428 0.0068
H -2.535692 -2.124178 1.917335 0.0146 -0.0941 0.0249
C 1.509486 7.500165 3.222881 0.0025 0.0046 0.0214
O 1.205899 6.581234 4.256318 0.0229 -0.0285 -0.0737
C -0.111794 6.065543 4.195160 0.1009 0.0443 0.1626
C -0.132622 4.660821 3.639573 -0.2355 -0.0195 -0.1454
O 0.246165 4.622837 2.272107 0.1065 -0.0210 -0.0317
C 1.580728 4.190361 2.078080 -0.0443 -0.0318 -0.0161
H 2.577971 7.700416 3.271949 0.0032 0.0068 0.0255
H 1.266205 7.093541 2.237669 -0.0055 0.0071 -0.0045
H 0.969038 8.441407 3.366086 -0.0195 -0.0033 -0.0291
H -0.755728 6.716050 3.595388 -0.0059 -0.0072 -0.0206
H -0.505907 6.045796 5.216209 -0.0263 0.0009 -0.0208
H -1.152665 4.268062 3.708243 0.0123 0.0072 0.0235
H 0.519286 4.015384 4.232486 0.0600 -0.0369 0.0670
H 1.673170 3.120603 2.302662 0.0629 0.0148 0.0193
H 2.280271 4.752061 2.701556 0.0010 -0.0099 0.0078
H 1.832695 4.350740 1.030451 -0.0540 0.0045 -0.0150
C 3.579212 2.003847 6.550536 -0.0328 0.0451 0.0013
O 3.433850 0.979006 7.512121 0.0300 -0.0774 -0.0367
C 2.164584 0.350727 7.510424 0.1318 0.0709 0.1027
C 2.224653 -1.006806 6.852208 -0.1867 -0.1318 -0.0851
O 2.486548 -0.924638 5.454616 0.0131 0.0233 -0.0793
C 3.841700 -1.169109 5.121649 0.0846 -0.0011 -0.0844
H 4.629257 2.289220 6.536232 0.0049 -0.0055 0.0206
H 3.286350 1.667138 5.551209 -0.0053 0.0152 0.0030
H 2.984601 2.880335 6.825697 -0.0383 0.0283 -0.0555
H 1.415435 0.980544 7.019596 0.0109 0.0040 -0.0258
H 1.864659 0.216866 8.553992 -0.0453 -0.0046 -0.0152
H 1.260524 -1.509651 6.970948 0.0054 0.0185 0.0272
H 2.987855 -1.615610 7.344933 0.0189 -0.0215 -0.0133
H 4.094272 -2.223221 5.279352 0.0348 0.0156 0.0222
H 4.528758 -0.544996 5.696085 -0.0518 0.0057 0.0478
H 3.955445 -0.933929 4.064012 0.0554 0.0117 0.0040
C -12.191642 1.200503 5.668031 -0.0162 0.0001 -0.0073
O -12.490366 1.124597 4.286738 0.0548 -0.0468 0.0326
C -11.540218 1.770411 3.458985 -0.1867 -0.0003 -0.0283
C -10.614676 0.778993 2.793128 0.1951 0.0590 -0.0100
O -9.771890 0.128871 3.733123 -0.0157 -0.0602 -0.0167
C -10.191978 -1.186526 4.051206 0.0342 0.0076 0.0407
H -12.886161 0.541869 6.185691 -0.0228 0.0081 -0.0096
H -11.168601 0.877148 5.877637 0.0030 0.0065 0.0057
H -12.329707 2.220392 6.042234 0.0336 0.0048 0.0064
H -10.958044 2.498084 4.033149 0.0201 -0.0013 0.0032
H -12.092115 2.311933 2.684299 0.0270 0.0152 -0.0004
H -9.969723 1.315762 2.089583 -0.0221 -0.0020 -0.0114
H -11.197054 0.045301 2.227742 -0.0224 -0.0067 0.0068
H -10.027592 -1.864729 3.206299 -0.0406 -0.0013 -0.0059
H -11.246948 -1.213719 4.332503 -0.0055 -0.0069 -0.0084
H -9.589886 -1.525065 4.892804 0.0257 0.0044 -0.0109